Record 1
Computed, not measured: a structure of composition C28H35N5P2Ti, with wB97M-V/def2-TZVPD.

Structure (ORCA input):
```
! wB97M-V def2-TZVPD RIJCOSX def2/J DEFGRID3
* xyz 2 1
Ti -0.77210 -0.98722 1.73391
C -0.49685 -3.32196 1.73518
C -0.03555 -3.02763 0.45783
C -0.85944 -3.22519 -0.78478
C -2.18856 -2.47552 -0.65915
C -2.17786 -1.38126 0.36746
C -2.68503 -1.51169 1.74116
C -2.65702 -2.65186 2.65310
C -1.87847 -3.85578 2.07714
C -1.20998 0.63103 3.24821
H 0.25524 -3.68895 2.45931
H 1.03423 -3.21413 0.27983
H -1.09267 -4.26506 -1.06675
H -0.29546 -2.81033 -1.62153
H -2.44948 -1.99784 -1.60888
H -3.00625 -3.14080 -0.37410
H -2.33211 -0.37024 -0.08819
H -3.15266 -0.58525 2.11694
H -3.69364 -2.92960 2.76462
H -2.30697 -2.43759 3.67769
H -1.79758 -4.61863 2.88516
H -2.41287 -4.33779 1.22153
H -0.23825 0.73040 3.72936
H -1.94255 0.14695 3.88059
H -1.57221 1.62510 3.00835
P -0.63094 1.49941 -0.95341
P 2.69121 0.82750 -1.06432
N -2.32328 1.74648 -0.93869
N -0.00335 2.97699 -1.54887
N 2.36439 -0.11250 0.45584
N 4.34599 0.28600 -1.10900
C 0.03917 0.27155 -2.13013
C 1.56597 -0.16248 -2.13079
C -3.17939 1.75206 0.18293
C -4.47837 1.73915 -0.27013
C -4.45678 1.88376 -1.68887
C -3.14185 1.89667 -2.08251
C -0.57267 4.13689 -0.96506
C -0.74864 5.05304 -1.97440
C -0.26720 4.48320 -3.19695
C 0.19253 3.21499 -2.90989
C 3.02715 0.14609 1.66283
C 2.45862 -0.57449 2.67968
C 1.37185 -1.30480 2.11166
C 1.29763 -0.93205 0.75896
C 4.89596 -0.99066 -0.91684
C 6.24076 -0.85740 -0.60099
C 6.51913 0.55248 -0.51527
C 5.35027 1.23742 -0.79262
H -0.16002 0.68966 -3.12553
H -0.60137 -0.62783 -2.10694
H 1.71524 -1.22664 -1.90864
H 2.01394 -0.01377 -3.12982
H -2.78161 1.81718 1.19223
H -5.34603 1.62942 0.37204
H -5.33984 1.96183 -2.34008
H -2.68170 2.07244 -3.05533
H -0.78386 4.16857 0.09543
H -1.16875 6.02110 -1.82876
H -0.25732 4.94743 -4.15863
H 0.67536 2.48441 -3.53292
H 4.00144 0.60238 1.67181
H 2.67617 -0.55165 3.74112
H 0.61443 -1.82484 2.75417
H 0.51173 -1.06675 0.00000
H 4.28883 -1.85530 -1.09840
H 6.93929 -1.65312 -0.41191
H 7.45671 1.01911 -0.26983
H 5.10529 2.29416 -0.84885
N 0.49711 2.26204 1.54497
C 0.03090 1.78172 0.54675
*
```

Computed properties:
- relative energy (zero: lowest compared OMol25 entry of this formula, charge and spin) (eV) = 2.6304
- LUMO (spin up / spin down) (eV) = -7.6 / -7.6
- orbital gap (spin up / spin down) (eV) = 5.94 / 5.94
- strongest force on any atom (Eh/bohr) = 0.1567

Atomic partial charges in e from the Löwdin method, atoms 1 to 4: 0.862 -0.163 -0.137 -0.140

---

Record 2
Computed, not measured: a structure of composition C5H11O4Rb, with wB97M-V/def2-TZVPD.

Structure (ORCA input):
```
! wB97M-V def2-TZVPD RIJCOSX def2/J DEFGRID3
* xyz 0 1
O -2.48408 -0.48811 0.05124
Rb 0.94019 -2.02628 0.18675
O -0.98033 -2.66961 1.25870
C -1.87389 -1.91420 1.98502
C -1.69373 0.00332 0.96527
O -0.42748 0.39916 0.59606
C -0.31468 1.45458 -0.35587
C 1.12749 1.49642 -0.79724
O 1.49447 0.19946 -1.23151
C 2.76695 0.14420 -1.84583
H -1.57997 -2.10746 3.04674
H -2.75817 -1.69402 0.75632
H -2.11285 0.69574 1.71066
H -2.83356 -1.54592 2.40319
H -0.60444 2.41401 0.09542
H -0.97107 1.24541 -1.21139
H 1.78375 1.80956 0.03229
H 1.23399 2.22280 -1.61898
H 2.96073 -0.89956 -2.11692
H 2.77921 0.76291 -2.75630
H 3.54747 0.49759 -1.15362
*
```

Computed properties:
- relative energy (zero: lowest compared OMol25 entry of this formula, charge and spin) (eV) = 6.3364
- LUMO (eV) = -0.2
- orbital gap (eV) = 5.59
- strongest force on any atom (Eh/bohr) = 0.1021

Atomic partial charges in e from the Löwdin method, atoms 1 to 4: -0.125 1.193 -0.617 -0.332

---

Please write out number 2 again, unchanged.
Computed, not measured: a structure of composition C5H11O4Rb, with wB97M-V/def2-TZVPD.

Structure (ORCA input):
```
! wB97M-V def2-TZVPD RIJCOSX def2/J DEFGRID3
* xyz 0 1
O -2.48408 -0.48811 0.05124
Rb 0.94019 -2.02628 0.18675
O -0.98033 -2.66961 1.25870
C -1.87389 -1.91420 1.98502
C -1.69373 0.00332 0.96527
O -0.42748 0.39916 0.59606
C -0.31468 1.45458 -0.35587
C 1.12749 1.49642 -0.79724
O 1.49447 0.19946 -1.23151
C 2.76695 0.14420 -1.84583
H -1.57997 -2.10746 3.04674
H -2.75817 -1.69402 0.75632
H -2.11285 0.69574 1.71066
H -2.83356 -1.54592 2.40319
H -0.60444 2.41401 0.09542
H -0.97107 1.24541 -1.21139
H 1.78375 1.80956 0.03229
H 1.23399 2.22280 -1.61898
H 2.96073 -0.89956 -2.11692
H 2.77921 0.76291 -2.75630
H 3.54747 0.49759 -1.15362
*
```

Computed properties:
- relative energy (zero: lowest compared OMol25 entry of this formula, charge and spin) (eV) = 6.3364
- LUMO (eV) = -0.2
- orbital gap (eV) = 5.59
- strongest force on any atom (Eh/bohr) = 0.1021

Atomic partial charges in e from the Löwdin method, atoms 1 to 4: -0.125 1.193 -0.617 -0.332

---

> The lowest strongest force on any atom belongs to which entry?

C5H11O4Rb

---

> Which formula does entry 1 have?

C28H35N5P2Ti

---

> What is the formula in the first record?

C28H35N5P2Ti